## 1
Here is one molecule with the formula C10H15N3 from the OMol25 dataset. Energies are from wB97M-V/def2-TZVPD.

Positions of all 28 atoms, in Å:
C -1.605 2.020 -1.162
C 2.620 -1.401 0.564
H 2.923 0.112 2.306
C 0.436 -0.760 0.323
H 0.044 -0.528 2.364
H -1.574 2.990 -1.698
H 2.407 -1.487 2.804
N 1.736 -0.757 -0.367
C -0.683 0.096 -0.256
H 2.349 -2.468 0.568
H 0.533 -1.748 -1.935
H 0.114 -1.851 0.275
H -2.121 -0.990 1.036
H 2.174 -1.001 -2.324
C 2.269 -0.659 1.932
N -3.778 2.809 -0.453
C -1.948 -0.187 0.265
C 1.592 -1.663 -1.670
H 3.618 -1.442 0.079
H -4.686 2.530 -0.161
H 2.015 -2.649 -1.323
C -0.547 1.207 -1.084
H -3.694 3.397 -1.230
N -3.056 0.680 0.126
H 0.671 0.855 1.669
C 0.811 -0.204 1.636
H 0.190 1.254 -1.886
C -2.809 1.845 -0.400

Values from the calculation:
LUMO level: 1.00 eV
SMILES: CN1CCC[C@H]1c1ccc(N)nc1

Atom-resolved charges from natural (NBO), all expressed in e: C -0.271; C -0.230; H 0.221; C -0.057; H 0.217; H 0.200; H 0.203; N -0.428; C -0.107; H 0.148; H 0.206; H 0.172; H 0.204; H 0.224; C -0.406; N -0.794; C 0.022; C -0.453; H 0.208; H 0.396; H 0.192; C -0.170; H 0.378; N -0.477; H 0.222; C -0.427; H 0.230; C 0.374

## 2
Here is one molecule with the formula C10H15N3 from the OMol25 dataset. Energies are from wB97M-V/def2-TZVPD.

Positions of all 28 atoms, in Å:
H -1.138 1.523 2.374
N -1.966 0.944 2.277
C -1.997 1.622 -1.360
C 3.232 -0.380 1.889
C 2.243 -1.211 1.099
H -2.995 2.305 0.974
C -0.818 -0.030 -0.093
H 0.372 0.131 -3.250
H 0.718 -2.251 -0.578
H -2.762 2.384 -1.426
N 1.572 -2.198 1.532
H 3.492 -0.878 2.820
H 4.139 -0.212 1.312
H 2.520 0.060 -0.458
N 2.132 -0.835 -0.203
H 1.500 -1.580 -2.040
C -1.224 1.325 -2.466
H -1.384 1.856 -3.394
H 2.786 0.585 2.126
C -0.238 0.356 -2.385
C -0.031 -0.330 -1.197
C 1.078 -1.340 -1.059
H -0.664 -0.563 0.833
H 1.760 -2.439 2.498
H -2.569 1.121 3.072
C -2.658 1.255 1.037
H -3.553 0.622 0.996
C -1.800 0.945 -0.163

Values from the calculation:
LUMO level: 0.88 eV
SMILES: [H]/N=C(\C)NCc1cccc(CN)c1

Atom-resolved charges from natural (NBO), all expressed in e: H 0.353; N -0.830; C -0.214; C -0.681; C 0.458; H 0.169; C -0.253; H 0.207; H 0.255; H 0.206; N -0.759; H 0.224; H 0.221; H 0.383; N -0.603; H 0.194; C -0.203; H 0.210; H 0.225; C -0.257; C 0.066; C -0.271; H 0.246; H 0.345; H 0.361; C -0.235; H 0.201; C -0.019

## 3
Here is one molecule with the formula C10H15N3 from the OMol25 dataset. Energies are from wB97M-V/def2-TZVPD.

Positions of all 28 atoms, in Å:
H 0.898 0.424 2.743
H -0.693 3.055 -1.206
H -0.448 -3.165 -1.500
H -0.109 -1.892 1.856
C -1.437 0.947 0.782
H 1.296 -1.787 2.996
C -0.547 1.173 -0.401
H -0.949 1.086 -2.446
H 1.964 0.296 1.481
C 0.892 -1.599 1.926
H 0.725 0.393 -1.913
H 1.114 2.444 -0.921
C 0.069 2.555 -0.511
H -2.235 0.172 0.867
C 0.984 0.003 1.724
N 3.244 -2.438 -0.595
H -1.024 -2.702 0.143
C -0.246 -2.703 -0.622
H -0.836 -0.523 -1.901
C -0.379 0.423 -1.689
H -1.621 1.850 1.467
C 2.136 -2.764 -1.205
H 1.944 -3.105 -2.159
C -0.089 0.485 0.921
N 2.916 -1.929 0.600
N 1.060 -2.621 -0.314
H 0.279 2.999 0.369
C 1.682 -2.078 0.856

Values from the calculation:
LUMO level (alpha / beta): -0.23 / 0.56 eV

Atom-resolved charges from natural (NBO), all expressed in e: H 0.211; H 0.208; H 0.174; H 0.223; C -0.458; H 0.244; C -0.088; H 0.199; H 0.237; C -0.433; H 0.220; H 0.210; C -0.592; H 0.217; C -0.451; N -0.258; H 0.190; C -0.171; H 0.223; C -0.607; H 0.211; C 0.138; H 0.197; C 0.087; N -0.295; N -0.379; H 0.207; C 0.335

The most stable of them is 2.

## 1
Here is C6H14O3SSi as an isolated structure from the OMol25 dataset. Energies are from wB97M-V/def2-TZVPD.

Positions of all 25 atoms, in Å:
H 2.602 -0.897 -0.422
H -0.657 1.867 -2.101
O -1.258 1.118 0.851
H 1.856 1.625 -0.595
C -0.106 1.012 -2.446
C -3.148 -1.620 0.643
H -4.076 -1.949 0.140
O -0.106 0.008 -1.435
H 0.714 1.516 1.457
H -0.530 1.572 2.708
C 2.847 1.195 -0.484
H 1.417 -2.133 -1.073
O -2.114 -1.127 -0.207
H 0.476 -1.502 2.257
H 0.998 1.261 -2.500
H 4.278 -0.253 -0.358
C 3.318 0.015 -0.411
H -0.630 2.873 1.538
S 1.613 -2.243 0.335
C -0.378 1.862 1.692
Si -0.806 -0.219 0.056
H -0.530 0.515 -3.272
H -2.771 -2.346 1.247
H -3.400 -0.805 1.259
C 0.390 -1.346 1.123

Values from the calculation:
LUMO level (alpha / beta): 0.18 / -0.07 eV

Atom-resolved charges from natural (NBO), all expressed in e: H 0.175; H 0.177; O -0.921; H 0.166; C -0.225; C -0.219; H 0.184; O -0.937; H 0.182; H 0.177; C -0.118; H 0.159; O -0.924; H 0.249; H 0.188; H 0.202; C -0.517; H 0.190; S 0.190; C -0.240; Si 2.301; H 0.192; H 0.172; H 0.173; C -0.973

## 2
Here is C6H14O3SSi as an isolated structure from the OMol25 dataset. Energies are from wB97M-V/def2-TZVPD.

Positions of all 25 atoms, in Å:
H 0.374 -2.424 1.752
Si -0.846 -0.521 -0.112
H -3.279 1.648 0.905
H 2.179 -0.927 -1.238
C -0.563 -2.851 1.367
C 1.347 0.291 0.176
H 1.733 2.101 -2.033
H 0.228 -0.145 -3.063
H 3.417 -0.116 1.690
H -0.640 -1.672 -2.843
C -0.784 -0.605 -2.899
H -1.809 2.143 -0.035
H -1.624 2.163 1.694
C 2.195 1.106 -1.996
C 1.972 0.145 -1.062
H -1.273 -2.940 2.121
H -0.519 -3.788 0.953
O -1.284 -0.118 -1.640
H 2.668 0.772 -2.941
O -0.891 -2.085 0.173
C -2.120 1.652 0.932
O -1.796 0.263 0.877
S 2.090 -0.700 1.591
H -1.565 -0.392 -3.531
H 1.276 1.285 0.725

Values from the calculation:
LUMO level: 0.78 eV

Atom-resolved charges from natural (NBO), all expressed in e: H 0.198; Si 2.336; H 0.195; H 0.212; C -0.227; C -0.675; H 0.204; H 0.199; H 0.135; H 0.173; C -0.237; H 0.177; H 0.187; C -0.450; C -0.249; H 0.180; H 0.186; O -0.930; H 0.198; O -0.941; C -0.236; O -0.936; S -0.123; H 0.189; H 0.234

The most stable of them is 2.